No. 1
DFT (wB97M-V/def2-TZVPD) results for a molecular structure, C19H30N4OSV.

```
56
Properties=species:S:1:pos:R:3:forces:R:3
V -0.380 0.984 1.025 -0.2 0.1 -0.6
C 4.924 -1.725 3.100 -0.1 0.1 -0.1
C 4.795 -0.276 2.653 0.1 0.0 0.1
N 3.812 -0.149 1.536 0.0 0.0 -0.1
C 4.397 -0.258 0.174 0.0 0.0 0.0
C 4.861 1.095 -0.343 0.0 0.0 0.0
C 2.557 0.036 1.786 -0.2 0.1 0.4
S 1.460 0.156 0.321 0.1 -0.1 0.1
N 2.104 0.088 3.045 0.0 0.0 -0.3
C 0.965 0.382 3.549 0.2 -0.1 -0.1
O -0.114 0.712 2.638 0.5 -0.2 0.5
C 0.627 0.422 4.921 -0.2 0.0 -0.1
C 1.622 0.095 5.872 0.0 0.0 0.0
C 1.312 0.127 7.210 0.0 0.0 0.0
C 0.025 0.487 7.613 0.0 0.0 0.1
C -0.965 0.816 6.687 0.1 0.0 -0.1
C -0.671 0.785 5.344 0.0 0.0 0.1
H 5.690 -1.779 3.872 0.0 0.0 0.0
H 5.228 -2.374 2.280 0.0 0.0 0.0
H 3.985 -2.093 3.515 0.0 0.0 0.0
H 5.735 0.103 2.258 0.0 0.0 0.0
H 4.473 0.373 3.462 0.0 0.0 0.0
H 3.677 -0.733 -0.491 0.0 0.0 0.0
H 5.234 -0.948 0.272 0.0 0.0 0.0
H 4.030 1.791 -0.464 0.0 0.0 0.0
H 5.333 0.950 -1.313 0.0 0.0 0.0
H 5.596 1.543 0.325 0.0 0.0 0.0
H 2.612 -0.181 5.538 0.0 0.0 0.0
H 2.062 -0.122 7.947 0.0 0.0 0.0
H -0.212 0.515 8.669 0.0 0.0 0.0
H -1.952 1.096 7.025 0.0 0.0 0.0
H -1.432 1.044 4.622 0.0 0.0 0.0
C -3.308 1.105 0.560 0.0 -0.1 -0.1
C -4.479 0.466 -0.278 0.0 0.1 0.1
N -3.985 -0.652 -1.051 0.2 -0.1 0.0
C -2.990 -0.229 -2.003 -0.1 0.1 0.1
C -1.777 0.452 -1.229 0.1 -0.2 0.0
N -2.063 0.324 0.236 0.0 0.2 0.2
C -2.242 -1.118 0.627 0.0 0.0 0.0
C -3.451 -1.691 -0.191 0.0 0.1 -0.1
H -3.488 1.026 1.631 0.0 0.0 0.0
H -3.139 2.146 0.285 0.0 0.0 0.0
H -4.899 1.216 -0.945 0.0 0.0 0.0
H -5.260 0.125 0.398 0.0 0.0 0.0
H -3.409 0.504 -2.689 0.0 0.0 0.0
H -2.628 -1.080 -2.574 0.0 0.0 0.0
H -1.697 1.508 -1.492 0.0 0.0 0.1
H -0.840 -0.068 -1.460 0.0 0.0 0.0
H -2.423 -1.143 1.702 0.0 0.0 0.0
H -1.309 -1.646 0.416 0.0 0.0 -0.1
H -4.223 -2.045 0.490 0.0 0.0 0.0
H -3.125 -2.531 -0.801 0.0 0.0 0.0
C -0.047 2.886 0.863 -0.1 0.2 -0.1
H -0.032 3.064 -0.220 0.0 0.0 0.0
H 0.823 3.330 1.341 0.0 -0.1 0.0
H -0.974 3.265 1.326 0.0 0.0 0.0
```
Positions in Å, forces in eV/Å.

Its spin multiplicity is 1. The net charge is +3. The frontier orbital gap comes out at 5.5 eV. The HOMO energy is -17.72 eV.

=====

No. 2
DFT (wB97M-V/def2-TZVPD) results for 5 unconnected molecules or ions with the total composition C8H24BF4O8.

```
45
Properties=species:S:1:pos:R:3:forces:R:3
B -1.219 0.563 -0.562 -0.2 0.2 -0.8
F -1.400 -0.745 -0.061 0.4 -0.4 -0.5
F -0.477 0.523 -1.799 -0.2 -0.1 0.5
F -2.462 1.125 -0.802 0.4 0.2 0.2
F -0.419 1.257 0.367 -0.1 0.2 -0.2
C -1.735 0.412 -5.922 -1.2 0.2 0.1
C -0.331 0.848 -5.637 0.6 -0.1 1.6
O 0.215 0.149 -4.501 -0.3 0.2 -0.7
O -2.698 0.954 -4.998 0.3 0.1 -0.4
H -1.875 -0.661 -5.792 0.5 -0.1 -0.2
H -2.022 0.686 -6.947 0.1 -0.1 0.0
H -0.286 1.899 -5.323 -0.3 0.2 -0.7
H 0.303 0.701 -6.510 0.2 -0.2 0.1
H -0.294 0.467 -3.734 0.3 -0.3 0.0
H -2.912 1.843 -5.300 0.0 0.0 0.2
C 0.979 0.278 4.898 -0.4 -0.5 0.0
C 1.218 0.519 3.410 -0.2 -0.3 0.3
O 0.368 1.551 2.972 1.0 -0.1 -0.2
O -0.402 0.173 5.228 0.4 -0.1 0.3
H 1.423 1.077 5.495 -0.1 0.2 -0.1
H 1.462 -0.655 5.217 0.4 0.1 -0.2
H 1.022 -0.369 2.791 -0.1 -0.2 0.4
H 2.302 0.702 3.304 -0.1 0.4 -0.2
H 0.243 1.367 2.029 -0.5 0.5 0.1
H -0.587 -0.772 5.216 -0.4 0.1 -0.3
C 3.080 0.771 -0.544 0.4 0.4 -0.6
C 2.955 -0.239 -1.687 0.3 0.3 0.2
O 1.815 -1.055 -1.509 0.3 0.4 0.3
O 4.100 1.728 -0.899 0.0 -0.2 -0.1
H 3.356 0.249 0.374 -0.2 0.0 0.1
H 2.149 1.320 -0.404 -0.2 -0.1 0.1
H 3.896 -0.802 -1.688 -0.4 -0.5 0.1
H 2.954 0.248 -2.669 -0.3 0.3 0.1
H 1.077 -0.421 -1.377 0.1 -0.6 -0.4
H 4.680 1.877 -0.152 -0.1 0.0 0.1
C -2.794 -1.247 2.836 0.2 0.7 -0.1
C -1.893 -2.474 2.742 -0.9 0.2 -0.2
O -0.952 -2.466 3.812 0.1 -0.3 0.3
O -2.251 -0.080 2.258 -0.2 -0.3 0.9
H -2.969 -1.067 3.903 0.3 0.1 0.1
H -3.814 -1.421 2.464 0.2 -0.4 -0.5
H -1.369 -2.562 1.789 -0.1 0.3 -0.1
H -2.601 -3.312 2.791 0.5 -0.4 0.4
H -0.068 -2.603 3.464 0.0 0.0 -0.1
H -1.766 -0.336 1.461 -0.3 0.0 0.1
```
Positions in Å, forces in eV/Å.

Its spin multiplicity is 1. The net charge is -1. The frontier orbital gap comes out at 9.4 eV. The HOMO energy is -6.54 eV.

=====

No. 3
DFT (wB97M-V/def2-TZVPD) results for a molecular structure, C25H28N5O3PdS.

```
63
Properties=species:S:1:pos:R:3:forces:R:3
Pd 0.804 -0.662 0.197 -0.6 -0.4 0.2
C 2.080 -3.413 1.284 0.0 -0.1 0.0
O 0.872 -2.705 0.850 0.2 0.2 0.0
C -0.295 -3.404 0.834 -0.1 0.1 0.0
C -0.401 -4.717 1.248 0.0 0.0 0.0
C -1.622 -5.367 1.124 0.0 0.0 0.0
C -2.758 -4.739 0.588 0.0 0.0 0.0
C -2.670 -3.438 0.191 -0.1 0.1 0.0
C -1.442 -2.739 0.313 0.0 0.0 0.1
N -1.290 -1.443 -0.069 0.6 -0.4 -0.2
N -2.260 -0.838 -0.588 -0.1 0.4 0.4
C -2.301 -0.110 -1.644 -0.3 0.1 -0.1
C -1.204 -0.449 -2.667 0.0 0.0 -0.1
O -0.347 -1.229 -2.307 0.1 0.0 -0.1
C -1.287 0.210 -3.951 0.1 0.0 0.0
C -2.261 1.105 -4.183 0.0 0.0 0.1
C -3.272 1.485 -3.198 0.0 0.0 0.0
C -4.231 2.435 -3.508 0.0 0.0 0.0
C -5.199 2.787 -2.569 0.0 0.0 0.0
C -5.222 2.192 -1.313 0.0 0.0 0.0
C -4.277 1.236 -0.989 0.0 0.0 0.0
C -3.296 0.882 -1.921 0.0 0.0 0.0
H 1.987 -3.647 2.342 0.0 0.0 0.0
H 2.900 -2.732 1.105 0.0 0.0 0.0
H 2.195 -4.309 0.679 0.0 0.0 0.0
H 0.438 -5.255 1.661 0.0 0.0 0.0
H -1.695 -6.393 1.461 0.0 0.0 0.0
H -3.691 -5.278 0.517 0.0 0.0 0.0
H -3.536 -2.907 -0.182 0.0 0.0 0.0
H -0.560 -0.074 -4.700 0.0 0.0 0.0
H -2.324 1.584 -5.154 0.0 0.0 0.0
H -4.232 2.902 -4.485 0.0 0.0 0.0
H -5.946 3.526 -2.827 0.0 0.0 0.0
H -5.984 2.466 -0.597 0.0 0.0 0.0
H -4.305 0.747 -0.023 0.0 0.0 0.0
C 0.005 3.830 -0.080 0.0 0.0 0.0
N 0.791 3.224 -1.160 0.0 0.0 0.0
C 1.342 4.083 -2.222 0.0 0.0 0.0
C 0.999 1.930 -1.159 0.1 0.0 0.0
C 1.805 1.301 -2.247 0.0 0.0 -0.1
O 0.468 1.245 -0.206 -0.3 0.0 0.0
H -0.051 4.899 -0.245 0.0 0.0 0.0
H 0.483 3.646 0.881 0.0 0.0 0.0
H -1.002 3.414 -0.062 0.0 0.0 0.0
H 1.053 5.108 -2.019 0.0 0.0 0.0
H 0.947 3.798 -3.195 0.0 0.0 0.0
H 2.429 4.025 -2.239 0.0 0.0 0.0
H 2.836 1.655 -2.204 0.0 0.0 0.0
H 1.407 1.583 -3.223 0.0 0.0 0.0
H 1.789 0.217 -2.166 0.0 0.1 0.0
C 5.317 0.201 2.680 0.0 0.0 0.0
N 3.980 0.728 2.969 0.0 0.0 0.0
C 3.622 1.420 4.114 0.0 0.0 0.0
C 2.318 1.745 4.001 0.0 0.0 0.0
N 1.899 1.252 2.778 0.0 0.0 0.0
C 2.919 0.634 2.164 0.0 0.0 0.0
S 2.960 -0.095 0.587 0.2 -0.1 0.1
H 6.006 0.602 3.417 0.0 0.0 0.0
H 5.634 0.519 1.690 0.0 0.0 0.0
H 5.312 -0.885 2.742 0.0 0.0 0.0
H 4.330 1.617 4.900 0.0 0.0 0.0
H 1.661 2.273 4.668 0.0 0.0 0.0
H 0.985 1.365 2.370 0.0 0.0 0.0
```
Positions in Å, forces in eV/Å.

Its spin multiplicity is 1. The net charge is +3. The frontier orbital gap comes out at 5.7 eV. The HOMO energy is -16.75 eV.

=====

No. 4
DFT (wB97M-V/def2-TZVPD) results for a molecular structure, C46H48InN3OP.

```
100
Properties=species:S:1:pos:R:3:forces:R:3
In -0.699 0.234 -0.156 -0.3 3.2 1.2
N -1.360 -1.254 1.302 -0.9 -0.5 1.4
N -0.631 -2.436 -1.585 0.2 1.5 -2.0
C 2.319 0.894 -0.502 -0.2 0.3 1.5
C 2.423 -0.436 -0.003 -1.0 1.0 0.5
C 1.854 -0.467 1.311 0.4 0.7 -1.0
C 1.713 -1.714 2.096 0.0 -0.7 0.6
H 1.537 -2.638 1.503 -0.1 0.7 0.1
H 0.870 -1.598 2.788 0.2 -0.4 -0.2
H 2.606 -1.931 2.703 0.0 -0.1 0.0
C 1.480 0.874 1.662 0.6 0.3 -1.6
C 0.995 1.460 2.931 -0.4 0.1 0.8
H 1.810 1.868 3.570 -0.2 -0.1 -0.2
H 0.468 0.698 3.517 0.1 0.6 -0.2
H 0.291 2.310 2.795 0.2 -0.5 -0.1
C 1.726 1.707 0.523 0.8 -1.7 0.1
C 1.314 3.124 0.398 0.4 0.3 0.1
H 0.422 3.344 0.996 -0.1 -0.1 -0.3
H 1.148 3.374 -0.652 -0.3 0.1 0.0
H 2.097 3.796 0.761 0.1 0.3 0.0
C 2.982 -1.602 -0.728 0.2 -0.3 -0.1
H 4.041 -1.780 -0.488 0.0 0.0 0.0
H 2.939 -1.422 -1.807 -0.1 -0.3 0.0
H 2.439 -2.524 -0.478 0.0 0.1 -0.2
C 2.768 1.421 -1.820 -0.2 0.0 -0.1
H 1.913 1.968 -2.251 0.4 0.0 -0.3
H 3.054 0.590 -2.478 0.0 0.4 0.0
H 3.621 2.123 -1.736 -0.3 -0.3 -0.1
C -2.081 -0.917 2.651 -1.0 -1.4 -4.6
H -2.593 0.059 2.458 1.0 -0.5 0.6
C -2.999 -1.960 2.985 -0.1 0.6 0.4
H -3.953 -1.682 3.352 -0.8 0.1 0.6
C -2.664 -3.269 2.730 0.9 -0.9 -0.8
H -3.145 -4.087 3.265 -0.3 0.0 -0.2
C -1.707 -3.581 1.776 -0.1 -0.6 0.2
H -1.489 -4.614 1.484 -0.2 0.3 0.4
C -1.241 -2.547 0.892 0.3 -0.1 0.2
C -0.662 -3.034 -0.334 -0.5 -1.2 0.9
H -0.573 -4.130 -0.447 -0.2 0.8 0.3
C -0.846 -1.101 -1.847 0.7 -3.1 -1.3
C -0.327 -3.106 -2.818 -0.2 -0.3 2.0
H -0.195 -4.171 -2.901 0.1 0.0 0.3
C -0.311 -2.196 -3.787 -0.3 1.1 -0.3
H -0.090 -2.318 -4.839 -0.2 0.1 0.2
N -0.644 -0.977 -3.213 0.1 -0.9 -0.2
C -0.834 0.243 -3.901 0.4 1.1 0.6
C 0.255 0.846 -4.563 -0.5 0.4 0.4
C 0.144 2.193 -4.914 -0.7 0.0 -0.3
H 0.970 2.701 -5.415 -0.1 -0.2 0.1
C -1.017 2.921 -4.646 -0.1 -0.1 0.3
C -1.193 4.345 -5.107 0.1 0.2 0.1
H -1.056 5.052 -4.273 0.0 -0.2 -0.2
H -2.205 4.503 -5.511 0.3 -0.1 0.1
H -0.466 4.587 -5.891 -0.1 0.0 0.2
C -2.039 2.323 -3.907 0.0 -0.2 -0.6
H -2.916 2.908 -3.612 0.3 -0.2 -0.2
C -1.996 0.972 -3.581 0.5 0.3 -0.2
C -3.181 0.370 -2.907 -0.7 -0.1 0.5
H -3.689 -0.363 -3.549 0.2 0.0 0.1
H -3.907 1.166 -2.712 0.1 -0.1 0.0
H -2.947 -0.106 -1.944 -0.1 0.2 -0.4
C 1.542 0.139 -4.837 0.6 -0.2 -0.2
H 1.507 -0.405 -5.793 -0.1 0.0 0.2
H 1.822 -0.569 -4.046 -0.2 0.2 -0.2
H 2.352 0.877 -4.931 -0.2 -0.2 0.1
O -1.023 -0.730 3.691 3.0 0.0 5.4
P -0.439 -0.939 5.372 -0.1 0.4 -4.4
C -1.610 -1.512 6.578 -1.4 -0.9 1.6
C -2.894 -1.886 6.141 0.1 0.2 -0.4
C -4.035 -1.497 6.856 -0.1 -0.2 0.3
C -3.910 -0.909 8.114 0.2 0.1 -0.4
C -2.639 -0.829 8.694 0.3 -0.4 0.1
C -1.500 -1.203 7.973 -0.1 0.6 -0.7
C 1.252 -1.573 5.573 1.4 -0.6 0.4
C 1.684 -2.515 6.547 -0.5 0.6 -0.3
C 3.022 -2.538 6.968 -0.3 -0.1 -0.2
C 3.989 -1.719 6.377 -0.4 0.1 0.0
C 3.620 -0.921 5.298 -0.2 -0.1 0.1
C 2.282 -0.866 4.916 -0.5 0.2 -0.3
C -0.225 0.748 5.963 -0.2 0.6 0.2
C -1.330 1.586 5.795 -0.2 0.3 0.3
C -1.421 2.769 6.529 -0.1 0.1 -0.2
C -0.372 3.208 7.345 -0.1 -0.3 -0.3
C 0.779 2.433 7.410 0.3 -0.3 0.0
C 0.839 1.195 6.755 0.0 0.0 0.2
H -2.966 -2.436 5.194 -0.1 0.8 0.1
H -5.025 -1.617 6.408 0.4 -0.2 0.1
H -4.784 -0.509 8.640 0.3 -0.2 -0.2
H -2.529 -0.437 9.709 0.0 -0.3 -0.3
H -0.516 -1.188 8.446 -0.2 0.4 -0.2
H 0.948 -3.207 6.960 0.2 0.3 0.2
H 3.312 -3.204 7.777 -0.1 0.0 -0.2
H 5.013 -1.694 6.753 -0.3 -0.2 -0.1
H 4.352 -0.310 4.764 -0.3 -0.2 0.1
H 1.994 -0.261 4.062 0.3 0.1 0.4
H -2.129 1.291 5.106 0.2 0.1 0.4
H -2.333 3.359 6.457 0.2 0.0 -0.1
H -0.454 4.135 7.914 0.0 -0.2 -0.2
H 1.654 2.755 7.993 -0.5 -0.1 -0.2
H 1.725 0.582 6.894 -0.2 0.1 -0.1
```
Positions in Å, forces in eV/Å.

Its spin multiplicity is 1. The net charge is -1. The frontier orbital gap comes out at 3.3 eV. The HOMO energy is -1.63 eV.

=====

No. 5
DFT (wB97M-V/def2-TZVPD) results for a molecular structure, C23H20N6O3RhS2.

```
55
Properties=species:S:1:pos:R:3:forces:R:3
Rh 0.524 1.567 -0.869 -0.9 -1.5 4.0
C 0.178 2.110 3.458 0.2 0.0 0.0
C 0.382 2.334 1.998 0.0 0.0 0.1
N 1.013 1.496 1.248 -1.1 0.2 -2.7
N 1.702 0.455 1.587 0.7 -0.4 0.2
C 2.260 -0.178 0.551 -0.3 0.2 1.1
O 2.093 0.213 -0.646 -0.9 1.0 -1.1
C 3.145 -1.307 0.855 0.2 -0.1 -0.1
C 3.083 -1.932 2.101 -0.1 0.1 -0.1
C 3.972 -2.947 2.402 0.0 -0.1 0.0
C 4.925 -3.334 1.469 0.0 0.0 0.0
C 4.969 -2.733 0.218 0.0 -0.1 0.0
C 4.075 -1.726 -0.095 -0.1 0.1 0.0
C -0.042 3.542 1.298 -0.1 0.1 -0.1
C -0.682 4.615 1.905 0.0 -0.1 0.1
C -0.980 5.737 1.149 0.0 0.0 -0.1
C -0.625 5.774 -0.191 0.0 0.0 0.0
C 0.011 4.670 -0.731 0.0 0.3 0.2
N 0.288 3.590 -0.007 0.6 0.4 -0.8
H 0.662 1.183 3.750 0.0 0.0 0.0
H -0.890 2.035 3.675 0.0 0.0 0.0
H 0.591 2.931 4.045 0.0 0.0 0.0
H 2.321 -1.625 2.803 0.0 0.0 0.0
H 3.923 -3.446 3.360 0.0 0.0 0.0
H 5.635 -4.113 1.717 0.0 0.0 0.0
H 5.699 -3.060 -0.510 0.0 0.0 0.0
H 4.095 -1.248 -1.066 0.0 0.0 0.0
H -0.935 4.573 2.954 0.0 0.0 0.0
H -1.477 6.584 1.603 0.0 0.0 0.0
H -0.833 6.637 -0.807 0.0 0.0 0.0
H 0.322 4.652 -1.768 -0.1 0.0 0.0
N -2.165 -5.018 -4.187 0.0 0.0 0.0
C -1.945 -4.188 -3.133 0.1 0.1 0.2
C -2.803 -3.100 -2.886 0.0 0.0 0.0
C -2.573 -2.258 -1.823 -0.1 0.0 0.0
C -1.484 -2.479 -0.986 0.2 0.2 0.3
C -0.629 -3.550 -1.210 0.1 0.0 0.1
C -0.862 -4.404 -2.266 -0.1 0.0 -0.1
S -1.148 -1.401 0.365 -0.1 -0.2 -0.3
O -2.285 -1.294 1.237 -0.1 0.2 -0.3
O 0.121 -1.744 0.923 0.0 -0.1 -0.1
N -0.969 0.080 -0.384 0.8 0.4 -0.7
C -1.956 0.980 -0.512 -0.7 -0.5 0.4
S -3.544 0.990 0.215 0.3 0.0 -0.2
C -3.843 2.496 -0.583 0.4 0.2 -0.1
C -2.759 2.920 -1.273 -0.5 0.4 0.2
N -1.699 2.054 -1.248 1.4 -0.8 -0.1
H -2.919 -4.850 -4.824 0.0 0.0 0.0
H -1.544 -5.782 -4.374 0.0 0.0 0.0
H -3.649 -2.935 -3.541 0.0 0.0 0.0
H -3.249 -1.434 -1.638 0.0 0.0 0.0
H 0.209 -3.701 -0.541 0.0 0.0 -0.1
H -0.212 -5.253 -2.436 0.0 0.0 0.0
H -4.797 2.990 -0.502 0.0 0.0 -0.1
H -2.700 3.829 -1.853 0.0 0.0 0.0
```
Positions in Å, forces in eV/Å.

Its spin multiplicity is 1. The net charge is +1. The frontier orbital gap (spin up / spin down) comes out at 5.2 / 5.3 eV. The HOMO energy (spin up / spin down) is -10.37 / -10.37 eV.